Molecular formula: C41H40CoN9O8PS
Method: DFT, the ωB97M-V functional and the def2-TZVPD basis

Computed properties:
Frontier orbital gap (spin up / spin down) ... 6.28 / 6.23 eV
Spin multiplicity ... 2
DFT total energy ... -130706.5532 eV
<S²> ... 0.758

Last column: Mulliken spin population.
Element x y z (Å)
Co -0.678 0.048 0.400  0.99
C 0.497 1.410 3.471  0.00
O -0.693 1.411 2.706  0.01
C -1.106 2.616 2.185  0.02
C -0.845 3.849 2.754  0.00
C -1.306 5.015 2.154  0.01
C -2.054 4.953 0.991  0.00
C -2.334 3.732 0.419  0.01
C -1.852 2.545 0.985  0.00
N -2.060 1.314 0.421  0.02
N -2.892 1.254 -0.586  -0.02
C -3.180 0.113 -1.208  -0.02
C -2.711 -1.167 -0.754  0.01
O -1.986 -1.225 0.341  -0.03
C -3.002 -2.316 -1.511  0.00
C -3.655 -2.227 -2.712  0.00
C -4.089 -0.981 -3.218  0.00
C -4.663 -0.851 -4.497  0.00
C -5.058 0.373 -4.975  0.00
C -4.899 1.522 -4.193  0.00
C -4.322 1.427 -2.952  0.00
C -3.900 0.190 -2.443  0.00
H 0.264 1.333 4.541  0.00
H 1.086 2.311 3.298  0.00
H 1.097 0.560 3.148  0.00
H -0.292 3.923 3.679  0.00
H -1.054 5.968 2.593  0.00
H -2.410 5.863 0.530  0.00
H -2.885 3.662 -0.504  0.00
H -2.623 -3.264 -1.157  0.00
H -3.810 -3.115 -3.309  0.00
H -4.758 -1.734 -5.114  0.00
H -5.488 0.461 -5.963  0.00
H -5.223 2.482 -4.573  0.00
H -4.171 2.299 -2.334  0.00
N 6.674 -2.020 -2.910  0.00
C 5.431 -2.154 -2.328  0.00
C 4.553 -3.153 -2.754  0.00
C 3.342 -3.336 -2.117  0.00
C 3.009 -2.517 -1.054  0.00
C 3.849 -1.504 -0.628  0.00
C 5.061 -1.325 -1.264  0.00
S 1.463 -2.708 -0.203  0.00
O 1.742 -2.748 1.230  0.00
O 0.773 -3.897 -0.652  0.00
N 0.617 -1.349 -0.460  0.00
C 0.334 -1.029 -1.715  0.00
N -0.398 0.103 -1.839  0.03
C -0.763 0.495 -3.039  0.01
C -0.422 -0.230 -4.171  0.00
C 0.348 -1.365 -3.951  0.00
N 0.746 -1.757 -2.760  0.00
H 6.780 -2.407 -3.834  0.00
H 7.136 -1.138 -2.765  0.00
H 4.833 -3.781 -3.588  0.00
H 2.638 -4.089 -2.432  0.00
H 3.533 -0.863 0.180  0.00
H 5.731 -0.541 -0.944  0.00
H -1.343 1.409 -3.087  0.00
H -0.730 0.076 -5.156  0.00
H 0.677 -1.992 -4.771  0.00
C 0.126 -4.558 3.679  0.00
N 0.404 -3.350 4.574  0.00
C -0.788 -3.135 5.481  0.00
N -1.988 -3.025 4.740  0.00
C -2.199 -4.234 3.960  0.00
N -1.117 -4.450 3.025  0.00
C -1.097 -3.468 1.954  0.01
P -0.753 -1.729 2.543  -0.01
C 0.643 -2.147 3.753  0.01
C -2.053 -1.822 3.913  0.01
H 0.137 -5.440 4.330  0.00
H 0.924 -4.596 2.933  0.00
H 1.239 -3.543 5.132  0.00
H -0.618 -2.221 6.060  0.00
H -0.851 -3.995 6.159  0.00
H -3.138 -4.147 3.413  0.00
H -2.260 -5.089 4.643  0.00
H -2.071 -3.454 1.463  0.00
H -0.356 -3.756 1.209  0.00
H 0.806 -1.301 4.423  0.00
H 1.526 -2.294 3.129  0.00
H -3.042 -1.778 3.456  0.00
H -1.950 -0.951 4.564  0.00
O 2.708 1.051 1.232  0.00
C 1.878 1.691 0.593  -0.01
O 0.670 1.366 0.369  -0.01
C 2.244 3.041 0.002  0.00
C 3.383 3.709 0.425  0.00
C 3.737 4.953 -0.091  0.00
C 2.917 5.482 -1.059  0.00
O 3.038 6.667 -1.744  0.00
C 1.999 6.662 -2.698  0.00
O 1.159 5.554 -2.477  0.00
C 1.777 4.807 -1.499  0.00
C 1.412 3.592 -0.980  0.00
H 4.007 3.244 1.174  0.00
H 4.616 5.482 0.243  0.00
H 2.431 6.595 -3.713  0.00
H 1.414 7.590 -2.620  0.00
H 0.530 3.065 -1.298  0.00



Molecular formula: C41H40N2OP2PdS2
Method: DFT, the ωB97M-V functional and the def2-TZVPD basis

Computed properties:
Frontier orbital gap (spin up / spin down) ... 7.65 / 6.21 eV
Spin multiplicity ... 3
DFT total energy ... -91908.3214 eV
Net charge ... +2
<S²> ... 2.013

Last column: Mulliken spin population.
Element x y z (Å)
Pd 0.039 0.008 0.375  0.78
O 1.270 3.779 0.207  0.08
S 0.453 2.743 -0.439  0.04
C -1.142 3.418 -0.841  0.00
C -1.245 4.720 -1.306  0.01
C -2.497 5.214 -1.639  0.01
C -3.624 4.417 -1.487  0.00
C -3.520 3.144 -0.941  0.01
C -2.272 2.633 -0.593  0.02
P -2.104 1.174 0.492  0.23
C -2.124 1.911 2.151  0.02
C -2.797 3.111 2.390  0.00
C -2.817 3.655 3.665  0.00
C -2.168 3.012 4.709  0.00
C -1.494 1.820 4.479  0.00
C -1.468 1.274 3.206  0.00
C -3.610 0.216 0.271  0.00
C -4.040 -0.097 -1.021  0.02
C -5.159 -0.892 -1.203  -0.01
C -5.842 -1.391 -0.100  0.02
C -5.411 -1.091 1.184  -0.01
C -4.296 -0.286 1.375  0.02
C 1.174 2.404 -2.041  -0.02
C 1.052 3.247 -3.134  0.01
C 1.830 3.020 -4.260  0.01
C 2.738 1.972 -4.284  0.00
C 2.852 1.120 -3.194  0.01
C 2.061 1.322 -2.068  0.01
P 2.160 0.240 -0.609  0.38
C 2.735 -1.374 -1.169  -0.03
C 2.283 -1.924 -2.372  0.03
C 2.679 -3.199 -2.741  -0.01
C 3.495 -3.948 -1.901  0.03
C 3.920 -3.418 -0.690  -0.02
C 3.541 -2.136 -0.319  0.03
C 3.365 0.915 0.534  -0.02
C 4.698 1.063 0.146  0.00
C 5.607 1.624 1.025  0.00
C 5.190 2.038 2.286  0.00
C 3.866 1.894 2.672  0.00
C 2.949 1.333 1.795  0.02
H -0.362 5.341 -1.384  0.00
H -2.593 6.225 -2.012  0.00
H -4.599 4.805 -1.750  0.00
H -4.416 2.570 -0.747  0.00
H -3.305 3.627 1.586  0.00
H -3.340 4.585 3.841  0.00
H -2.184 3.442 5.701  0.00
H -0.987 1.318 5.291  0.00
H -0.933 0.348 3.046  0.00
H -3.506 0.287 -1.883  0.00
H -5.503 -1.119 -2.204  0.00
H -6.718 -2.010 -0.244  0.00
H -5.948 -1.474 2.041  0.00
H -3.968 -0.045 2.378  0.00
H 0.359 4.075 -3.124  0.00
H 1.731 3.673 -5.117  0.00
H 3.358 1.811 -5.156  0.00
H 3.556 0.299 -3.227  0.00
H 1.642 -1.349 -3.030  0.00
H 2.352 -3.612 -3.687  0.00
H 3.808 -4.942 -2.197  0.00
H 4.565 -3.994 -0.040  0.00
H 3.895 -1.716 0.615  0.01
H 5.024 0.743 -0.837  0.00
H 6.641 1.743 0.729  0.00
H 5.904 2.479 2.968  0.00
H 3.544 2.226 3.650  0.00
H 1.909 1.237 2.091  -0.02
C 1.668 -3.799 2.260  0.01
N 0.676 -4.140 1.240  0.01
C 0.530 -5.581 1.008  0.00
C -0.226 -3.257 0.811  -0.01
S -0.493 -1.815 1.754  0.34
N -0.933 -3.498 -0.294  0.00
C -2.147 -2.751 -0.593  0.00
C -0.402 -4.289 -1.405  -0.01
H 2.532 -4.445 2.114  0.00
H 1.269 -3.961 3.262  0.00
H 1.978 -2.764 2.159  0.00
H 0.664 -6.086 1.964  0.00
H 1.277 -5.957 0.309  0.00
H -0.465 -5.807 0.641  0.00
H -2.680 -2.497 0.319  0.00
H -2.788 -3.374 -1.214  0.00
H -1.915 -1.831 -1.137  0.00
H 0.666 -4.435 -1.280  0.00
H -0.564 -3.720 -2.321  0.00
H -0.902 -5.252 -1.502  0.00



Molecular formula: C41H40N5O5RuS
Method: DFT, the ωB97M-V functional and the def2-TZVPD basis

Computed properties:
Frontier orbital gap (spin up / spin down) ... 6.99 / 7.08 eV
Spin multiplicity ... 2
DFT total energy ... -74273.8919 eV
<S²> ... 0.760

Last column: Mulliken spin population.
Element x y z (Å)
Ru 0.205 -0.764 0.009  0.91
C 3.630 -0.740 3.436  0.00
C 3.476 0.528 2.647  0.01
C 4.503 1.467 2.713  -0.01
C 4.527 2.583 1.901  0.01
C 3.524 2.753 0.960  -0.01
C 2.476 1.850 0.872  0.01
C 1.470 1.982 -0.229  0.01
C 2.406 0.766 1.768  0.00
N 1.331 -0.163 1.644  0.01
C 0.765 -0.663 2.787  0.02
O 0.853 -0.245 3.931  0.02
C -0.052 -1.925 2.536  0.02
C -0.523 -2.788 3.500  0.00
C -1.261 -3.900 3.091  0.00
C -1.520 -4.109 1.744  0.00
C -1.041 -3.185 0.830  0.01
N -0.322 -2.152 1.251  -0.05
C -1.306 -3.191 -0.663  0.00
O -1.946 -4.109 -1.157  0.01
N -0.817 -2.077 -1.265  0.01
C -1.311 -1.815 -2.581  0.00
C -0.444 -1.862 -3.671  0.00
C 0.958 -2.350 -3.499  0.01
C -0.909 -1.493 -4.929  0.00
C -2.217 -1.079 -5.106  0.00
C -3.082 -1.077 -4.023  0.00
C -2.658 -1.463 -2.758  0.00
C -3.659 -1.525 -1.642  0.00
H 4.687 -0.912 3.643  0.00
H 3.258 -1.599 2.874  0.00
H 3.089 -0.702 4.381  0.00
H 5.321 1.285 3.401  0.00
H 5.342 3.293 1.970  0.00
H 3.554 3.590 0.272  0.00
H 1.757 2.723 -0.976  0.00
H 0.477 2.236 0.135  0.00
H 1.430 1.021 -0.764  -0.01
H -0.302 -2.571 4.535  0.00
H -1.637 -4.596 3.828  0.00
H -2.097 -4.941 1.366  0.00
H 0.975 -3.407 -3.218  0.00
H 1.468 -1.812 -2.702  -0.01
H 1.519 -2.238 -4.430  0.00
H -0.230 -1.535 -5.773  0.00
H -2.565 -0.772 -6.084  0.00
H -4.112 -0.772 -4.156  0.00
H -4.535 -0.925 -1.888  0.00
H -3.241 -1.167 -0.698  0.00
H -3.981 -2.554 -1.477  0.00
O -1.892 0.153 1.774  0.01
C -2.402 1.356 1.209  0.02
C -2.148 1.243 -0.311  -0.02
O -2.770 1.915 -1.097  0.00
O -1.169 0.463 -0.716  -0.02
C -1.618 2.586 1.676  0.01
C -1.891 3.821 1.088  0.00
C -1.180 4.946 1.468  0.00
C -0.197 4.857 2.447  0.00
C 0.064 3.637 3.045  0.00
C -0.644 2.503 2.661  0.00
C -3.875 1.485 1.571  0.00
C -4.902 1.102 0.718  0.00
C -6.221 1.144 1.147  0.00
C -6.529 1.563 2.432  0.00
C -5.509 1.955 3.287  0.00
C -4.194 1.923 2.854  0.00
H -1.995 0.168 2.733  0.00
H -2.648 3.886 0.317  0.00
H -1.391 5.896 0.996  0.00
H 0.361 5.737 2.738  0.00
H 0.834 3.546 3.799  0.00
H -0.391 1.565 3.131  0.00
H -4.681 0.795 -0.294  0.00
H -7.010 0.850 0.468  0.00
H -7.560 1.596 2.762  0.00
H -5.738 2.298 4.287  0.00
H -3.409 2.262 3.520  0.00
S 2.832 -1.660 -0.318  0.01
C 3.615 -1.451 -1.817  0.00
N 3.898 -0.214 -2.238  0.00
C 4.586 0.101 -3.480  0.00
C 4.330 -1.014 -4.481  0.00
C 4.677 -2.353 -3.850  0.00
N 3.971 -2.481 -2.583  0.00
H 3.661 0.516 -1.582  0.00
H 5.658 0.219 -3.296  0.00
H 4.202 1.051 -3.848  0.00
H 4.924 -0.858 -5.380  0.00
H 3.275 -1.007 -4.767  0.00
H 5.755 -2.430 -3.684  0.00
H 4.375 -3.181 -4.490  0.00
H 3.709 -3.387 -2.230  0.00



Molecular formula: C41H41AuClGeN6O4S
Method: DFT, the ωB97M-V functional and the def2-TZVPD basis

Computed properties:
Frontier orbital gap (spin up / spin down) ... 7.48 / 7.48 eV
Spin multiplicity ... 3
DFT total energy ... -143869.0504 eV
Net charge ... +1
<S²> ... 2.010

Last column: Mulliken spin population.
Element x y z (Å)
Au 0.023 0.175 0.301  0.53
N 2.320 -0.026 -1.568  -0.02
C 2.814 -1.328 -1.434  -0.03
C 3.651 -1.875 -2.375  0.00
C 4.135 -3.192 -2.266  0.00
C 3.801 -3.962 -1.192  0.00
C 2.934 -3.442 -0.204  0.01
C 2.559 -4.206 0.924  -0.01
C 1.701 -3.685 1.845  0.01
C 1.189 -2.397 1.620  0.01
N 1.516 -1.653 0.590  0.10
C 2.410 -2.134 -0.327  0.01
H 2.697 0.445 -2.379  0.00
H 2.451 0.554 -0.746  0.04
H 3.960 -1.263 -3.214  0.00
H 4.796 -3.575 -3.030  0.00
H 4.187 -4.967 -1.078  0.00
H 2.963 -5.204 1.038  0.00
H 1.395 -4.236 2.723  0.00
H 0.479 -1.972 2.321  0.00
Cl -4.728 -2.665 1.643  0.00
C -3.587 -2.387 0.387  0.00
C -3.759 -2.939 -0.870  0.00
C -2.784 -2.703 -1.826  0.00
C -1.689 -1.925 -1.496  0.00
N -1.546 -1.371 -0.289  0.01
C -2.479 -1.596 0.637  0.00
H -4.634 -3.536 -1.089  0.00
H -2.867 -3.124 -2.818  0.00
H -0.896 -1.738 -2.210  0.00
H -2.353 -1.125 1.604  0.00
C 1.073 1.656 1.204  1.25
Ge 1.424 3.485 0.683  0.08
C 3.356 3.808 0.698  0.02
C 4.022 4.476 1.722  -0.01
C 5.396 4.673 1.665  0.00
C 6.124 4.202 0.583  0.00
C 5.473 3.544 -0.452  0.01
C 4.100 3.356 -0.393  -0.02
C 0.870 3.898 -1.143  -0.02
C 0.815 5.239 -1.531  0.00
C 0.511 5.593 -2.838  0.00
C 0.273 4.608 -3.788  0.00
C 0.347 3.271 -3.425  0.00
C 0.641 2.924 -2.112  0.01
C 0.466 4.590 1.971  0.06
C 0.808 4.550 3.324  -0.01
C 0.102 5.293 4.260  0.00
C -0.966 6.083 3.856  0.00
C -1.330 6.119 2.519  0.00
C -0.620 5.375 1.585  -0.01
H 1.251 1.428 2.256  -0.10
H 3.471 4.864 2.570  0.00
H 5.897 5.201 2.466  0.00
H 7.194 4.357 0.540  0.00
H 6.034 3.193 -1.308  0.00
H 3.596 2.878 -1.229  0.00
H 1.022 6.021 -0.809  0.00
H 0.473 6.637 -3.119  0.00
H 0.047 4.883 -4.810  0.00
H 0.191 2.501 -4.171  0.00
H 0.713 1.873 -1.841  0.00
H 1.626 3.923 3.663  0.00
H 0.383 5.254 5.304  0.00
H -1.516 6.664 4.584  0.00
H -2.170 6.724 2.203  0.00
H -0.921 5.409 0.544  0.00
C -7.796 0.919 1.560  0.00
C -7.401 1.668 0.292  0.00
S -6.103 0.788 -0.538  0.00
O -6.645 -0.397 -1.150  0.00
O -4.984 0.652 0.367  0.00
C -5.605 1.850 -1.893  0.00
C -4.727 3.061 -1.574  0.00
N -3.566 2.740 -0.739  0.00
C -2.569 1.910 -1.111  0.00
N -1.733 1.694 -0.110  0.09
C -2.185 2.404 0.958  0.04
C -3.323 3.044 0.587  0.05
N -4.170 3.813 1.447  0.00
O -5.239 4.218 1.007  0.00
O -3.745 4.040 2.555  0.00
C -2.425 1.318 -2.465  0.00
H -8.686 1.379 1.985  0.00
H -6.997 0.960 2.297  0.00
H -8.021 -0.125 1.344  0.00
H -7.018 2.666 0.509  0.00
H -8.223 1.731 -0.422  0.00
H -6.524 2.180 -2.380  0.00
H -5.116 1.154 -2.574  0.00
H -5.288 3.839 -1.073  0.00
H -4.359 3.474 -2.513  0.00
H -1.691 2.424 1.914  -0.10
H -2.762 2.003 -3.243  0.00
H -2.994 0.389 -2.545  0.00
H -1.376 1.092 -2.639  0.00



Energy above the lowest of the compared OMol25 structures with the same formula, charge and spin, respectively: 39.21 3.48 9.88 0.00 kcal per mole.